# C49H34FeN3O2P

A molecular structure, C49H34FeN3O2P at a distorted geometry (wB97M-V/def2-TZVPD, OMol25).

Properties
**HOMO energy (alpha / beta)**: -3.8506 / -3.8236 eV
**⟨S²⟩**: 1.04
**Strongest force on any atom**: 3.30 eV/A
**Frontier orbital gap (alpha / beta)**: 5.504 / 5.681 eV
**Energy relative to the best compared isomer or geometry (same formula, charge and spin)**: 3.356 eV
**LUMO (alpha / beta)**: 0.061 / 0.068 Ha

ORCA input file:
```
! RIJCOSX wB97M-V def2-TZVPD def2/J DEFGRID3
* xyz -1 2
Fe 0.632 1.376 -0.190
O 0.339 6.164 4.653
C -0.596 5.439 4.321
O -1.722 5.276 4.785
C -0.294 4.530 3.078
C 1.025 4.177 2.794
C 1.242 3.269 1.752
N 0.213 2.757 1.068
C -1.050 3.193 1.233
C -1.332 4.093 2.291
C -1.933 2.683 0.253
C -3.325 2.901 0.237
C -4.079 2.443 -0.805
C -3.419 1.777 -1.861
C -2.062 1.584 -1.776
N -1.298 1.976 -0.759
C 2.503 2.871 1.196
C 3.745 3.078 1.799
C 4.900 2.877 1.083
C 4.788 2.464 -0.259
C 3.541 2.232 -0.777
N 2.400 2.389 -0.095
H 1.836 4.628 3.338
H -2.337 4.421 2.491
H -3.775 3.433 1.062
H -5.149 2.596 -0.832
H -3.962 1.431 -2.727
H -1.546 1.084 -2.581
H 3.777 3.403 2.827
H 5.869 3.051 1.526
H 5.664 2.349 -0.878
H 3.416 1.934 -1.809
C 1.846 -2.979 5.189
C 2.636 -1.847 5.056
C 2.360 -0.934 4.056
C 1.319 -1.149 3.158
C 0.521 -2.278 3.307
C 0.785 -3.183 4.321
P 1.039 0.147 1.858
C -0.786 -0.021 1.767
C -1.404 0.707 2.791
C -2.779 0.788 2.869
C -3.567 0.160 1.919
C -2.964 -0.594 0.925
C -1.587 -0.693 0.851
C 2.001 -0.609 0.502
C 3.275 -1.062 0.862
C 4.243 -1.367 -0.075
C 3.995 -1.133 -1.422
C 2.777 -0.625 -1.807
C 1.743 -0.374 -0.874
H 2.063 -3.703 5.963
H 3.460 -1.673 5.736
H 2.956 -0.036 3.955
H -0.304 -2.452 2.630
H 0.159 -4.058 4.439
H -0.788 1.213 3.528
H -3.232 1.351 3.670
H -4.643 0.254 1.958
H -3.564 -1.103 0.187
H -1.140 -1.280 0.066
H 3.508 -1.214 1.907
H 5.188 -1.779 0.243
H 4.747 -1.372 -2.165
H 2.554 -0.459 -2.851
C 0.421 -0.222 -1.411
C -0.247 -0.879 -2.250
C -1.001 -1.706 -3.013
C -0.922 -1.609 -4.458
C -0.566 -0.402 -5.081
C -0.369 -0.338 -6.445
C -0.502 -1.471 -7.235
C -0.854 -2.672 -6.635
C -1.068 -2.741 -5.273
C -1.682 -2.815 -2.345
C -2.915 -3.316 -2.774
C -3.487 -4.407 -2.145
C -2.867 -5.001 -1.056
C -1.671 -4.480 -0.588
C -1.079 -3.413 -1.231
H -0.442 0.492 -4.484
H -0.100 0.608 -6.898
H -0.329 -1.418 -8.303
H -0.948 -3.568 -7.235
H -1.317 -3.692 -4.819
H -3.428 -2.831 -3.594
H -4.429 -4.808 -2.497
H -3.316 -5.857 -0.569
H -1.191 -4.924 0.273
H -0.117 -3.049 -0.896
*
```

---

# C49H36AuN6O

A molecular structure, C49H36AuN6O at a distorted geometry (wB97M-V/def2-TZVPD, OMol25).

Properties
**HOMO energy (alpha / beta)**: -8.6620 / -9.9594 eV
**⟨S²⟩**: 2.11
**Strongest force on any atom**: 3.78 eV/A
**Frontier orbital gap (alpha / beta)**: 4.815 / 4.649 eV
**LUMO (alpha / beta)**: -0.141 / -0.195 Ha

ORCA input file:
```
! RIJCOSX wB97M-V def2-TZVPD def2/J DEFGRID3
* xyz 1 3
Au 12.442 13.509 12.360
C 18.007 16.043 7.596
C 17.046 15.148 7.126
C 16.097 14.603 7.995
C 16.039 15.054 9.340
C 17.019 15.993 9.817
C 18.023 16.389 8.941
C 14.942 14.639 10.192
C 15.320 14.191 11.511
C 16.661 14.027 11.959
C 16.657 13.848 13.307
C 15.262 13.681 13.688
C 14.770 13.295 14.981
C 15.726 13.226 16.075
C 16.916 12.538 15.896
C 17.786 12.432 16.944
C 17.533 13.021 18.162
C 16.271 13.626 18.411
C 15.378 13.715 17.361
C 13.400 12.926 15.161
N 12.251 13.197 14.438
C 11.239 12.390 14.908
C 9.883 12.347 14.483
C 8.835 11.629 15.195
C 7.920 10.810 14.537
C 6.861 10.287 15.230
C 6.781 10.418 16.622
C 7.700 11.191 17.298
C 8.727 11.790 16.579
C 9.551 13.060 13.317
C 8.173 13.450 13.016
C 8.218 14.175 11.860
C 9.592 14.248 11.373
N 10.401 13.549 12.275
C 10.020 14.939 10.209
C 11.370 14.992 9.810
C 11.851 15.802 8.704
C 13.207 15.784 8.703
C 13.624 14.919 9.784
N 12.489 14.507 10.509
C 9.027 15.682 9.468
C 8.088 16.511 10.096
C 7.084 17.112 9.378
C 6.921 16.842 8.026
C 7.856 16.040 7.373
C 8.895 15.458 8.085
C 11.764 11.597 16.015
C 13.040 12.058 16.247
N 14.435 13.874 12.542
H 18.648 16.576 6.894
H 17.057 14.906 6.042
H 15.452 13.807 7.609
H 17.057 16.279 10.846
H 18.896 16.892 9.385
H 17.529 14.037 11.306
H 17.496 13.880 13.976
H 17.187 12.104 14.914
H 18.771 11.961 16.787
H 18.284 12.988 18.953
H 15.996 14.069 19.378
H 14.395 14.173 17.477
H 8.020 10.622 13.457
H 6.069 9.733 14.688
H 5.965 9.913 17.122
H 7.652 11.301 18.369
H 9.432 12.397 17.141
H 7.316 13.177 13.579
H 7.389 14.687 11.425
H 11.202 16.263 7.984
H 13.853 16.194 7.938
H 8.230 16.797 11.130
H 6.348 17.739 9.905
H 6.156 17.321 7.482
H 7.835 15.895 6.294
H 9.690 14.879 7.574
H 11.305 10.740 16.459
H 13.657 11.737 17.065
N 12.717 10.868 11.794
C 12.962 9.716 11.670
N 13.242 8.437 11.646
C 13.036 7.698 10.382
C 13.741 6.343 10.493
O 13.259 5.562 11.572
C 13.595 6.203 12.778
C 13.117 7.664 12.926
H 13.414 8.303 9.553
H 11.967 7.540 10.203
H 14.811 6.526 10.551
H 13.468 5.755 9.562
H 14.697 6.201 13.007
H 13.130 5.620 13.612
H 13.683 8.249 13.716
H 12.081 7.707 13.260
*
```

---

# C49H40As2N8OSTi

A molecular structure, C49H40As2N8OSTi at a distorted geometry (wB97M-V/def2-TZVPD, OMol25).

Properties
**HOMO energy (alpha / beta)**: -5.6944 / -6.1011 eV
**⟨S²⟩**: 2.03
**Strongest force on any atom**: 5.16 eV/A
**Frontier orbital gap (alpha / beta)**: 5.151 / 4.804 eV
**LUMO (alpha / beta)**: -0.020 / -0.048 Ha

ORCA input file:
```
! RIJCOSX wB97M-V def2-TZVPD def2/J DEFGRID3
* xyz 0 3
Ti -1.231 -0.096 0.687
C -0.688 -3.690 6.045
C -1.347 -4.648 5.244
C -1.965 -4.466 4.027
C -1.916 -3.161 3.575
C -2.279 -2.622 2.287
N -3.046 -3.145 1.339
C -3.253 -2.433 0.244
C -4.171 -3.067 -0.837
C -4.905 -4.266 -0.968
C -5.486 -4.529 -2.197
C -5.407 -3.629 -3.238
C -4.764 -2.403 -3.104
C -4.137 -2.177 -1.917
C -3.283 -1.040 -1.492
N -3.049 -0.049 -2.209
C -2.167 1.074 -1.968
N -1.830 1.383 -0.709
C -1.328 2.740 -0.750
N -0.963 3.418 0.431
C -0.871 2.825 1.536
N -1.174 1.513 1.913
C -0.926 1.371 3.227
N -0.940 0.286 3.944
C -1.279 -0.951 3.529
N -1.842 -1.174 2.278
C -1.245 -2.137 4.299
C -0.741 -2.431 5.561
C -0.565 2.698 3.814
C 0.036 2.899 5.038
C 0.525 4.212 5.215
C 0.408 5.139 4.222
C -0.187 4.898 2.983
C -0.574 3.623 2.800
C -1.456 3.218 -2.060
C -1.282 4.447 -2.742
C -1.452 4.630 -4.107
C -1.933 3.401 -4.899
C -2.249 2.242 -4.210
C -1.975 2.121 -2.866
N -2.754 -1.282 -0.195
H -0.221 -4.051 7.012
H -1.294 -5.657 5.710
H -2.485 -5.205 3.410
H -5.100 -4.989 -0.190
H -6.096 -5.437 -2.307
H -5.773 -3.929 -4.231
H -4.715 -1.666 -3.924
H -0.320 -1.692 6.258
H 0.165 2.120 5.728
H 1.059 4.502 6.114
H 0.867 6.115 4.280
H -0.017 5.586 2.231
H -0.777 5.294 -2.276
H -1.193 5.535 -4.574
H -1.965 3.586 -5.939
H -2.552 1.447 -4.920
C 0.586 -3.457 0.370
As 0.293 -2.013 -0.926
C -0.765 -3.094 -2.133
C 2.095 -1.774 -1.725
C 3.153 -2.470 -1.206
C 4.449 -2.281 -1.665
C 4.715 -1.282 -2.605
C 3.614 -0.548 -3.157
C 2.349 -0.797 -2.778
As 0.769 0.184 -3.524
C 1.060 -0.104 -5.455
C 1.490 2.064 -3.504
H 0.869 -4.397 -0.073
H -0.447 -3.697 0.808
H 1.236 -2.994 1.169
H -0.043 -3.859 -2.468
H -1.112 -2.517 -2.984
H -1.618 -3.504 -1.575
H 2.979 -3.181 -0.427
H 5.305 -2.827 -1.263
H 5.704 -1.115 -3.079
H 3.767 0.183 -3.943
H 2.069 0.181 -5.658
H 0.425 0.564 -6.040
H 0.950 -1.127 -5.707
H 2.190 2.162 -4.334
H 1.887 2.267 -2.456
H 0.667 2.738 -3.647
C 2.515 -0.300 2.850
S 1.757 1.026 1.937
O 1.135 0.282 0.789
C 3.122 1.911 1.327
C 3.271 3.240 1.739
C 4.368 3.968 1.369
C 5.340 3.371 0.514
C 5.182 2.124 0.033
C 4.087 1.376 0.492
H 3.185 -0.929 2.231
H 1.617 -0.645 3.391
H 3.006 0.164 3.707
H 2.401 3.737 2.230
H 4.523 4.997 1.646
H 6.210 3.929 0.248
H 5.850 1.735 -0.728
H 3.908 0.409 0.055
*
```

---

# C49H40KN9O2

A molecular structure, C49H40KN9O2 at a distorted geometry (wB97M-V/def2-TZVPD, OMol25).

Properties
**HOMO energy**: -1.3418 eV
**Strongest force on any atom**: 1.62 eV/A
**Frontier orbital gap**: 5.186 eV
**Energy relative to the best compared isomer or geometry (same formula, charge and spin)**: 0.746 eV
**LUMO**: 0.141 Ha

ORCA input file:
```
! RIJCOSX wB97M-V def2-TZVPD def2/J DEFGRID3
* xyz -2 1
K -0.742 -0.168 0.023
C -4.269 1.045 -1.616
C -4.502 0.938 -0.097
C -3.947 2.142 0.624
C -4.407 3.440 0.389
C -3.766 4.500 1.007
C -2.680 4.245 1.833
C -2.299 2.924 2.023
N -2.927 1.900 1.448
N -3.216 0.152 -2.070
C -3.642 -1.230 -2.037
C -2.553 -2.254 -2.281
C -2.915 -3.585 -2.479
C -1.919 -4.536 -2.603
C -0.592 -4.137 -2.542
C -0.320 -2.790 -2.366
N -1.279 -1.866 -2.245
C -2.677 0.569 -3.347
C -1.945 1.897 -3.253
C -1.737 2.685 -4.380
C -1.035 3.872 -4.241
C -0.566 4.240 -2.989
C -0.814 3.392 -1.917
N -1.491 2.250 -2.052
H -3.937 2.056 -1.844
H -5.206 0.881 -2.183
H -3.950 0.079 0.296
H -5.563 0.796 0.128
H -5.241 3.610 -0.284
H -4.103 5.516 0.836
H -2.133 5.050 2.311
H -1.446 2.661 2.646
H -4.476 -1.418 -2.742
H -4.002 -1.437 -1.024
H -3.963 -3.860 -2.511
H -2.177 -5.581 -2.737
H 0.216 -4.855 -2.610
H 0.696 -2.415 -2.299
H -3.454 0.629 -4.133
H -1.945 -0.175 -3.663
H -2.114 2.370 -5.346
H -0.854 4.502 -5.105
H -0.013 5.159 -2.845
H -0.443 3.587 -0.913
O -2.600 -1.455 0.921
C -2.977 -1.840 2.079
C -3.962 -2.874 2.215
C -4.476 -3.277 3.431
C -4.029 -2.693 4.619
C -3.043 -1.717 4.529
C -2.489 -1.281 3.324
C -1.424 -0.266 3.427
N -0.766 0.217 2.456
N 0.259 1.096 2.758
C 0.599 1.897 1.759
O 0.036 2.090 0.643
C 1.831 2.724 2.061
C 2.286 2.957 3.357
C 3.406 3.748 3.580
C 4.097 4.307 2.510
C 3.657 4.065 1.213
C 2.527 3.287 0.994
H -4.301 -3.333 1.291
H -5.233 -4.056 3.462
H -4.429 -2.991 5.581
H -2.668 -1.265 5.445
H -1.194 0.072 4.447
H 1.746 2.495 4.174
H 3.747 3.927 4.595
H 4.972 4.924 2.686
H 4.198 4.483 0.372
H 2.162 3.083 -0.007
N 9.906 -3.316 0.373
C 8.798 -3.039 0.242
C 7.405 -2.695 0.075
C 6.880 -1.568 0.698
C 5.542 -1.245 0.535
C 4.710 -2.044 -0.240
C 5.245 -3.170 -0.866
C 6.581 -3.497 -0.715
C 3.262 -1.721 -0.405
C 2.395 -2.357 0.476
C 2.772 -3.125 1.638
C 1.600 -3.516 2.228
C 0.550 -3.002 1.388
N 1.010 -2.324 0.363
C 2.952 -0.810 -1.431
C 3.865 -0.291 -2.406
C 3.130 0.568 -3.196
C 1.807 0.549 -2.652
N 1.697 -0.258 -1.611
H 7.525 -0.948 1.308
H 5.127 -0.365 1.012
H 4.591 -3.786 -1.471
H 6.996 -4.372 -1.198
H 3.781 -3.299 1.988
H 1.470 -4.077 3.142
H -0.520 -3.138 1.524
H 4.914 -0.539 -2.495
H 3.474 1.152 -4.039
H 0.953 1.129 -2.993
*
```

---

# C49H41I2N5OPRu

A molecular structure, C49H41I2N5OPRu (wB97M-V/def2-TZVPD, OMol25).

Properties
**HOMO energy (alpha / beta)**: -9.8685 / -10.0474 eV
**⟨S²⟩**: 6.03
**Strongest force on any atom**: 0.40 eV/A
**Frontier orbital gap (alpha / beta)**: 7.311 / 6.097 eV
**Energy relative to the best compared isomer or geometry (same formula, charge and spin)**: 0.000 eV
**LUMO (alpha / beta)**: -0.094 / -0.145 Ha

ORCA input file:
```
! RIJCOSX wB97M-V def2-TZVPD def2/J DEFGRID3
* xyz 1 5
Ru -0.249 -0.728 0.088
I -4.135 -4.124 0.935
C -2.782 -3.285 2.258
C -2.855 -3.617 3.631
C -1.985 -3.091 4.546
I -2.170 -3.637 6.544
C -0.972 -2.184 4.120
C -0.010 -1.571 4.950
C 0.926 -0.727 4.416
C 0.913 -0.482 3.036
N 0.015 -1.023 2.244
C -0.922 -1.867 2.754
C -1.831 -2.407 1.797
O -1.717 -2.036 0.539
H -3.624 -4.305 3.951
H -0.020 -1.779 6.011
H 1.674 -0.255 5.035
H 1.644 0.160 2.561
C -2.119 5.946 -0.557
C -3.052 5.208 -1.472
C -3.873 5.885 -2.367
C -4.732 5.206 -3.217
C -4.800 3.823 -3.168
C -4.009 3.124 -2.271
C -3.131 3.813 -1.443
N -2.320 3.116 -0.502
C -1.672 1.938 -0.714
N -1.298 1.677 -1.995
C -1.133 0.402 -2.598
C -0.804 -0.730 -1.864
C -0.805 -1.969 -2.505
C -1.054 -2.067 -3.862
C -1.297 -0.913 -4.594
C -1.351 0.331 -3.985
C -1.645 1.563 -4.798
N -1.368 1.137 0.268
C -1.885 1.396 1.573
C -3.072 0.788 1.967
C -3.542 0.963 3.258
C -2.819 1.743 4.151
C -1.638 2.348 3.747
C -1.146 2.187 2.454
C 0.142 2.827 2.020
H -2.075 7.000 -0.823
H -1.109 5.538 -0.607
H -2.445 5.887 0.484
H -3.826 6.965 -2.400
H -5.352 5.758 -3.908
H -5.482 3.285 -3.812
H -4.087 2.047 -2.201
H -2.414 3.385 0.467
H -1.537 2.417 -2.638
H -0.613 -2.874 -1.940
H -1.048 -3.032 -4.348
H -1.475 -0.976 -5.660
H -1.769 1.304 -5.847
H -0.833 2.292 -4.736
H -2.564 2.060 -4.479
H -3.601 0.163 1.257
H -4.462 0.486 3.566
H -3.175 1.881 5.162
H -1.077 2.951 4.449
H 0.705 3.178 2.883
H -0.037 3.690 1.372
H 0.762 2.132 1.447
N 1.529 -0.193 -0.188
P 2.691 -1.310 -0.340
C 2.729 -1.948 -2.016
C 2.463 -1.039 -3.041
C 2.487 -1.458 -4.358
C 2.771 -2.785 -4.658
C 3.038 -3.690 -3.643
C 3.021 -3.273 -2.319
C 4.282 -0.560 0.004
C 5.468 -1.241 -0.264
C 6.682 -0.648 0.030
C 6.717 0.625 0.585
C 5.540 1.310 0.843
C 4.319 0.717 0.552
C 2.473 -2.688 0.798
C 1.405 -3.567 0.601
C 1.065 -4.488 1.576
C 1.793 -4.542 2.760
C 2.863 -3.684 2.956
C 3.204 -2.757 1.980
H 2.216 -0.011 -2.802
H 2.273 -0.755 -5.150
H 2.783 -3.113 -5.688
H 3.261 -4.721 -3.879
H 3.237 -3.983 -1.531
H 5.444 -2.230 -0.707
H 7.604 -1.174 -0.179
H 7.669 1.087 0.810
H 5.570 2.306 1.262
H 3.392 1.247 0.728
H 0.821 -3.534 -0.314
H 0.231 -5.157 1.414
H 1.526 -5.256 3.526
H 3.434 -3.729 3.874
H 4.031 -2.078 2.150
*
```